P) 16
Properties=species:S:1:pos:R:3:mulliken_spin:R:1 method="wB97M-V/def2-TZVPD" multiplicity=3 charge=+1 homo_energy_ev="-12.33 / -11.97" homo_lumo_gap_ha="0.264 / 0.238"
C 1.118 1.235 0.188 -0.02
C 1.674 -0.559 1.459 0.00
C -2.651 -0.382 -1.952 -0.06
C 0.205 -0.481 1.401 -0.03
N 2.188 0.469 0.846 0.00
N -0.120 0.581 0.462 0.85
S -0.858 -0.727 -1.966 1.03
H 1.100 1.237 -0.899 0.04
H 1.271 2.263 0.465 0.05
H 2.222 -1.432 1.826 0.00
H -2.873 -0.312 -3.064 0.00
H -2.810 0.553 -1.458 0.04
H -3.018 -1.162 -1.332 0.03
H -0.355 -1.372 0.969 0.04
H -0.277 -0.442 2.349 0.04
H 3.184 0.531 0.705 0.00

Q) 16
Properties=species:S:1:pos:R:3:mulliken_spin:R:1 method="wB97M-V/def2-TZVPD" multiplicity=3 charge=+1 homo_energy_ev="-9.99 / -14.07" homo_lumo_gap_ha="0.244 / 0.212"
C -0.755 -1.166 -1.524 0.40
C -2.722 0.004 -0.596 0.14
C 2.026 0.072 1.361 0.00
C 1.743 1.549 1.493 0.02
N -0.649 -1.645 -2.589 0.47
N 1.377 -0.678 0.592 0.22
S -0.902 -0.099 -0.312 0.71
H -2.957 0.088 -1.602 0.03
H -3.044 0.875 -0.099 0.00
H 2.703 -0.341 2.109 0.02
H 1.919 1.835 0.436 0.00
H 2.507 2.012 2.071 0.00
H 0.738 1.871 1.597 0.00
H -0.464 -2.050 -3.440 -0.01
H -3.317 -0.715 -0.046 0.00
H 1.796 -1.612 0.549 0.00

Name the least stable of them. Q).

P) 56
Properties=species:S:1:pos:R:3:lowdin_charge:R:1 method="wB97M-V/def2-TZVPD" multiplicity=1 smiles="COc1ccc(C(=O)N[C@H]2CCCc3ccccc32)cc1S(=O)(=O)N1CCOCC1" homo_energy_ev=-8.92 homo_lumo_gap_ha=0.350
C 3.824 -2.759 -2.155 -0.06
O 3.953 -1.368 -2.384 -0.05
C 3.039 -0.474 -1.983 -0.24
C 3.252 0.813 -2.515 0.02
C 2.394 1.857 -2.274 0.01
C 1.246 1.644 -1.513 -0.12
C 0.284 2.745 -1.198 -0.46
O 0.632 3.878 -0.937 0.08
N -1.007 2.339 -1.216 0.11
C -2.085 3.056 -0.549 -0.25
C -3.268 3.272 -1.490 -0.13
C -4.025 1.967 -1.712 -0.19
C -4.611 1.482 -0.390 -0.15
C -3.590 1.446 0.713 -0.17
C -3.803 0.631 1.820 -0.04
C -2.909 0.606 2.874 -0.09
C -1.782 1.412 2.837 -0.10
C -1.553 2.215 1.737 -0.02
C -2.449 2.243 0.673 -0.12
C 1.052 0.394 -0.948 -0.02
C 1.938 -0.654 -1.140 -0.15
S 1.539 -2.142 -0.196 0.70
O 2.708 -2.566 0.527 -0.28
O 0.899 -3.094 -1.063 -0.28
N 0.383 -1.567 0.874 -0.26
C 0.907 -1.057 2.128 -0.16
C 1.048 -2.184 3.154 -0.18
O -0.172 -2.873 3.321 -0.12
C -0.608 -3.438 2.105 -0.18
C -0.822 -2.355 1.044 -0.16
H 4.090 -3.019 -1.130 0.08
H 2.811 -3.109 -2.357 0.08
H 4.524 -3.224 -2.849 0.10
H 4.128 0.943 -3.131 0.12
H 2.586 2.838 -2.680 0.13
H -1.198 1.376 -1.445 0.13
H -1.657 4.020 -0.255 0.15
H -2.900 3.670 -2.437 0.12
H -3.940 4.010 -1.048 0.12
H -4.828 2.120 -2.436 0.11
H -3.352 1.211 -2.121 0.11
H -5.056 0.492 -0.512 0.12
H -5.414 2.162 -0.086 0.13
H -4.686 0.008 1.850 0.11
H -3.090 -0.037 3.722 0.11
H -1.090 1.416 3.667 0.10
H -0.669 2.835 1.691 0.12
H 0.212 0.216 -0.296 0.11
H 1.877 -0.604 1.926 0.13
H 0.209 -0.296 2.492 0.11
H 1.309 -1.784 4.135 0.13
H 1.832 -2.876 2.814 0.12
H -1.542 -3.957 2.327 0.13
H 0.137 -4.156 1.733 0.13
H -1.057 -2.805 0.081 0.12
H -1.624 -1.675 1.352 0.12

Q) 56
Properties=species:S:1:pos:R:3:lowdin_charge:R:1 method="wB97M-V/def2-TZVPD" multiplicity=1 smiles="CCCCN(c1ccccc1)S(=O)(=O)c1ccc2c(c1)CCN2C(=O)CCC(=O)O" homo_energy_ev=-8.67 homo_lumo_gap_ha=0.326
C -0.132 1.209 4.088 -0.11
C 0.324 2.229 3.051 -0.25
C 1.773 2.672 3.256 -0.18
C 2.792 1.601 2.865 -0.20
N 2.729 1.287 1.451 -0.16
C 3.071 2.252 0.496 -0.26
C 3.892 3.341 0.781 -0.02
C 4.195 4.265 -0.202 -0.08
C 3.697 4.120 -1.485 -0.09
C 2.879 3.041 -1.774 -0.07
C 2.561 2.121 -0.794 -0.02
S 2.935 -0.322 0.997 0.70
O 3.037 -1.092 2.202 -0.27
O 3.985 -0.417 0.027 -0.26
C 1.399 -0.800 0.199 -0.27
C 0.233 -0.844 0.936 -0.03
C -0.961 -1.236 0.347 0.04
C -0.939 -1.595 -0.991 -0.12
C 0.250 -1.576 -1.725 -0.14
C 1.429 -1.179 -1.136 -0.01
C 0.001 -2.041 -3.127 -0.07
C -1.516 -2.293 -3.155 -0.10
N -1.998 -2.022 -1.801 0.03
C -3.280 -2.180 -1.402 -0.38
O -3.642 -1.945 -0.256 0.05
C -4.248 -2.661 -2.467 -0.08
C -5.704 -2.649 -1.986 -0.08
C -6.032 -3.848 -1.093 -0.55
O -6.728 -4.751 -1.466 0.11
O -5.496 -3.821 0.120 0.12
H -1.155 0.898 3.891 0.07
H -0.094 1.643 5.085 0.08
H 0.504 0.326 4.082 0.06
H -0.323 3.107 3.114 0.11
H 0.222 1.817 2.044 0.09
H 1.932 2.926 4.306 0.12
H 1.958 3.567 2.659 0.10
H 2.593 0.664 3.384 0.10
H 3.801 1.922 3.152 0.12
H 4.308 3.469 1.767 0.11
H 4.836 5.101 0.038 0.10
H 3.942 4.841 -2.250 0.10
H 2.479 2.918 -2.770 0.10
H 1.911 1.292 -1.021 0.09
H 0.265 -0.585 1.980 0.10
H -1.875 -1.267 0.916 0.11
H 2.367 -1.156 -1.669 0.13
H 0.301 -1.286 -3.855 0.12
H 0.566 -2.949 -3.340 0.13
H -1.746 -3.325 -3.431 0.13
H -2.014 -1.628 -3.865 0.13
H -4.158 -2.012 -3.342 0.12
H -3.968 -3.672 -2.775 0.14
H -6.368 -2.695 -2.849 0.12
H -5.900 -1.728 -1.433 0.13
H -4.888 -3.051 0.229 0.08

Name the least stable of them. P).

P) 16
Properties=species:S:1:pos:R:3:lowdin_charge:R:1 method="wB97M-V/def2-TZVPD" multiplicity=1 charge=-2 homo_energy_ev=0.24 homo_lumo_gap_ha=0.240
O 2.339 0.238 -2.181 -0.09
C 1.268 0.567 -1.644 -0.68
O 0.590 1.512 -2.157 -0.07
C 0.871 -0.126 -0.285 -0.16
C -0.398 -0.801 0.118 -0.23
C -0.612 -1.402 1.632 -0.60
O -1.847 -1.890 1.712 -0.39
H 1.216 0.693 0.433 0.11
H 1.698 -0.889 0.290 0.15
H -0.741 -1.793 -0.273 0.10
H -1.319 -0.255 0.224 0.06
H 0.184 -2.117 1.917 0.05
H -0.328 -0.635 2.362 0.05
H -1.293 2.173 0.041 0.00
H -0.442 2.020 -1.377 0.02
O -1.186 2.705 -0.813 -0.31

Q) 16
Properties=species:S:1:pos:R:3:lowdin_charge:R:1 method="wB97M-V/def2-TZVPD" multiplicity=1 charge=-2 homo_energy_ev=0.90 homo_lumo_gap_ha=0.210
O -1.281 1.418 0.418 -0.12
C -0.070 1.094 0.687 -0.71
O 0.782 1.861 1.091 -0.06
C 0.502 -0.382 0.655 -0.13
C 0.433 -0.994 -0.801 -0.21
C 0.397 -2.501 -1.161 -0.65
O 0.425 -2.517 -2.427 -0.36
H -0.057 -1.115 1.317 0.09
H 1.521 -0.526 1.066 0.08
H 1.234 -0.557 -1.310 0.07
H -0.396 -0.596 -1.379 0.09
H 1.293 -2.916 -0.866 0.04
H -0.514 -3.021 -0.783 0.07
H -0.763 3.981 1.185 -0.04
H -1.829 2.908 0.961 0.02
O -1.677 3.865 1.348 -0.17

Name the least stable of them. P).

P) 21
Properties=species:S:1:pos:R:3:lowdin_charge:R:1 method="wB97M-V/def2-TZVPD" multiplicity=1 homo_energy_ev=-8.89 homo_lumo_gap_ha=0.344
C 0.818 0.308 -1.804 -0.14
C 1.449 1.347 1.114 -0.19
C 0.811 -1.654 0.624 -0.16
C -2.613 -0.701 -0.400 -0.61
C -1.447 0.621 0.455 -0.43
O -1.858 1.798 -0.042 -0.12
Si 0.424 0.111 0.066 0.64
I -4.651 -0.139 -0.102 0.74
H -0.128 0.399 -2.383 0.05
H 1.355 1.155 -1.943 -0.02
H 1.269 -0.524 -2.136 -0.02
H 2.573 1.130 1.170 0.06
H 1.536 2.243 0.654 -0.04
H 0.977 1.592 2.153 0.07
H 0.515 -2.438 0.024 0.01
H 1.787 -1.773 0.930 0.01
H 0.383 -1.923 1.530 0.01
H -2.250 -0.728 -1.497 0.05
H -2.301 -1.599 -0.080 -0.06
H -1.477 0.295 1.540 0.09
H -2.776 2.107 0.050 0.06

Q) 21
Properties=species:S:1:pos:R:3:lowdin_charge:R:1 method="wB97M-V/def2-TZVPD" multiplicity=1 homo_energy_ev=-8.16 homo_lumo_gap_ha=0.320
C -1.868 -0.002 1.223 -0.17
C -0.019 2.412 0.421 -0.18
C -0.986 0.393 -1.776 -0.18
C 1.367 -2.235 -0.844 -0.61
C 1.104 -0.379 0.419 -0.33
O 1.166 -0.836 1.693 -0.12
Si -0.494 0.592 0.051 0.58
I 3.127 -3.077 -0.038 0.72
H -1.916 -1.086 1.251 0.03
H -1.690 0.341 2.239 0.03
H -2.841 0.368 0.913 0.03
H -0.895 3.048 0.517 0.02
H 0.540 2.485 1.351 0.03
H 0.602 2.827 -0.367 0.02
H -0.150 0.589 -2.440 0.03
H -1.345 -0.609 -1.984 0.02
H -1.780 1.087 -2.036 0.02
H 0.508 -2.864 -0.675 -0.03
H 1.498 -1.888 -1.853 -0.03
H 2.035 0.051 0.051 0.07
H 2.036 -1.217 1.884 0.04

Name the least stable of them. P).